Entry 1:
A 2-piece molecular cluster, C3H12NO overall, computed with ωB97M-V with the def2-TZVPD basis set.

The geometry in XYZ format:
```
17
Properties=species:S:1:pos:R:3:lowdin_charge:R:1
C 1.498 0.379 -0.644 -0.094
C 0.040 0.155 -0.968 -0.506
C -0.368 -1.291 -1.197 -0.111
N -0.844 0.817 0.075 0.070
H 1.690 1.444 -0.522 0.059
H 1.758 -0.099 0.293 0.072
H 2.106 0.010 -1.474 0.084
H -0.263 0.690 -1.879 0.103
H -0.157 -1.953 -0.347 0.079
H 0.224 -1.659 -2.031 0.076
H -1.410 -1.366 -1.499 0.057
H -1.830 0.478 -0.060 0.042
H -0.659 0.616 1.077 0.061
H -0.892 1.845 -0.139 0.035
H 0.316 0.453 3.347 0.046
H -0.878 -0.583 3.215 0.044
O -0.334 0.064 2.751 -0.116
```

## Properties
Spin multiplicity: 2
Lowest unoccupied orbital energy (spin up / spin down) in eV: 0.7 / 0.4
Calculated total energy in hartree: -251.37761
HOMO level (spin up / spin down) in eV: -3.04 / -12.28
Molar mass in g mol⁻¹: 78.13
Kohn-Sham gap (spin up / spin down) in eV: 3.71 / 12.71
Relative energy (zero: lowest compared OMol25 entry of this formula, charge and spin) in kcal per mole: 1.80

---

Entry 2:
A 2-piece molecular cluster, C3H12NO overall, computed with ωB97M-V with the def2-TZVPD basis set.

The geometry in XYZ format:
```
17
Properties=species:S:1:pos:R:3:lowdin_charge:R:1
C -1.424 2.450 0.830 -0.062
O -0.678 1.862 -0.318 -0.144
H -1.053 3.432 1.082 0.085
H -1.186 1.859 1.670 0.059
H -2.509 2.486 0.614 0.097
H -0.299 2.612 -0.717 0.053
C 1.866 -1.219 0.089 -0.059
C 0.462 -1.793 0.055 -0.196
N -0.405 -1.079 -0.943 0.201
H 2.395 -1.932 0.637 0.077
H 1.939 -0.227 0.490 0.088
H 2.120 -1.240 -0.937 0.073
H 0.207 -1.617 1.118 0.141
H 0.531 -2.840 -0.201 0.130
H -0.060 -1.233 -1.816 0.114
H -1.387 -1.475 -0.911 0.202
H -0.519 -0.044 -0.744 0.141
```

## Properties
Lowest unoccupied orbital energy in eV: -3.3
Calculated total energy in hartree: -251.21725
HOMO level in eV: -14.89
Molar mass in g mol⁻¹: 78.13
Kohn-Sham gap in eV: 11.57
Relative energy (zero: lowest compared OMol25 entry of this formula, charge and spin) in kcal per mole: 33.32
Net charge: +1

---

Entry 3:
A 2-piece molecular cluster, C3H12NO overall, computed with ωB97M-V with the def2-TZVPD basis set.

The geometry in XYZ format:
```
17
Properties=species:S:1:pos:R:3:lowdin_charge:R:1
C -1.293 0.687 -0.585 0.010
C -1.043 0.494 1.789 -0.024
C 0.978 0.480 0.529 -0.008
N -0.398 0.980 0.567 -0.270
H -0.752 0.837 -1.534 0.114
H -2.130 1.403 -0.539 0.121
H -1.704 -0.337 -0.573 0.123
H -0.898 -0.584 1.972 0.126
H -2.118 0.724 1.876 0.121
H -0.499 1.059 2.565 0.118
H 1.047 -0.602 0.325 0.123
H 1.654 0.724 1.366 0.127
H 1.314 1.029 -0.366 0.115
H -0.294 2.013 0.678 0.203
O 2.029 -3.213 -3.008 -0.077
H 2.772 -3.099 -2.373 0.047
H 1.333 -2.595 -2.689 0.030
```

## Properties
Lowest unoccupied orbital energy in eV: -3.6
Calculated total energy in hartree: -251.20967
HOMO level in eV: -14.04
Molar mass in g mol⁻¹: 78.13
Kohn-Sham gap in eV: 10.46
Relative energy (zero: lowest compared OMol25 entry of this formula, charge and spin) in kcal per mole: 38.08
Net charge: +1

---

Entry 4:
A 2-piece molecular cluster, C3H12NO overall, computed with ωB97M-V with the def2-TZVPD basis set.

The geometry in XYZ format:
```
17
Properties=species:S:1:pos:R:3:lowdin_charge:R:1
C -0.398 -1.456 2.089 0.017
N 0.069 -0.020 2.071 0.124
H -1.200 -1.767 1.380 0.121
H 0.608 -1.894 2.120 0.111
H -0.822 -1.559 3.099 0.101
H -0.232 0.828 2.553 0.182
H -0.088 0.322 1.124 0.058
H 1.012 -0.007 2.294 0.124
C -0.407 0.251 -1.497 -0.268
O -0.159 1.031 -0.298 -0.115
C 0.644 0.517 -2.566 -0.082
H -0.537 -0.749 -1.203 0.092
H -1.299 0.692 -2.105 0.144
H 0.189 1.851 -0.667 0.101
H 0.053 0.562 -3.534 0.106
H 1.064 1.567 -2.385 0.100
H 1.503 -0.167 -2.476 0.083
```

## Properties
Lowest unoccupied orbital energy in eV: -3.4
Calculated total energy in hartree: -251.19042
HOMO level in eV: -14.57
Molar mass in g mol⁻¹: 78.14
Kohn-Sham gap in eV: 11.21
Relative energy (zero: lowest compared OMol25 entry of this formula, charge and spin) in kcal per mole: 50.15
Net charge: +1

---

Entry 5:
A 3-piece molecular cluster, C3H12NO2 overall, computed with ωB97M-V with the def2-TZVPD basis set.

The geometry in XYZ format:
```
18
Properties=species:S:1:pos:R:3:lowdin_charge:R:1
C -1.848 -0.459 0.970 -0.069
C -0.392 -0.382 1.406 -0.203
C 1.582 -1.093 0.239 0.151
N 0.640 -0.252 0.340 0.016
H -2.054 0.511 0.442 0.095
H -1.878 -1.378 0.315 0.099
H -2.590 -0.595 1.754 0.085
H -0.279 0.504 2.128 0.158
H -0.091 -1.265 2.020 0.130
H 2.470 -0.968 -0.446 0.151
H 1.304 -2.048 0.645 0.115
H 0.654 0.445 -0.412 0.093
H 0.633 -0.706 -3.068 0.049
H -0.752 -0.318 -2.739 0.112
O 0.198 -0.183 -2.391 -0.074
H 1.430 2.698 -0.913 0.055
H 0.135 3.071 -0.068 0.076
O 0.838 2.418 -0.221 -0.040
```

## Properties
Lowest unoccupied orbital energy in eV: -4.4
Calculated total energy in hartree: -326.45236
HOMO level in eV: -15.63
Molar mass in g mol⁻¹: 94.13
Kohn-Sham gap in eV: 11.18
Relative energy (zero: lowest compared OMol25 entry of this formula, charge and spin) in kcal per mole: 38.12
Net charge: +1

---

Entry 6:
A 3-piece molecular cluster, C3H12NO2 overall, computed with ωB97M-V with the def2-TZVPD basis set.

The geometry in XYZ format:
```
18
Properties=species:S:1:pos:R:3:lowdin_charge:R:1
C -1.977 -2.078 0.495 -0.073
C -0.678 -1.483 0.092 -0.122
C 0.513 -1.578 0.656 -0.071
N 1.655 -0.936 -0.056 0.173
H -2.753 -1.775 -0.201 0.080
H -1.954 -3.170 0.549 0.094
H -2.353 -1.863 1.501 0.092
H -0.762 -0.961 -0.858 0.114
H 0.768 -2.103 1.562 0.127
H 2.033 -1.351 -0.902 0.168
H 1.409 0.039 -0.321 0.094
H 2.421 -0.902 0.623 0.168
H 0.275 2.175 -0.762 0.024
H 0.893 1.541 -2.106 0.089
O 0.675 1.360 -1.166 -0.077
H -0.612 4.237 -0.207 0.084
H -0.969 3.362 1.004 0.074
O -0.355 3.421 0.260 -0.039
```

## Properties
Lowest unoccupied orbital energy in eV: -3.0
Calculated total energy in hartree: -326.48411
HOMO level in eV: -14.20
Molar mass in g mol⁻¹: 94.13
Kohn-Sham gap in eV: 11.17
Relative energy (zero: lowest compared OMol25 entry of this formula, charge and spin) in kcal per mole: 18.20
Net charge: +1

---

Entry 7:
A 2-piece molecular cluster, C3H12NO2 overall, computed with ωB97M-V with the def2-TZVPD basis set.

The geometry in XYZ format:
```
18
Properties=species:S:1:pos:R:3:lowdin_charge:R:1
O -1.939 0.962 0.952 -0.048
C -1.035 0.197 1.722 -0.215
C -0.704 -1.026 0.868 -0.110
N -0.370 -0.554 -0.508 0.004
C -0.114 -1.656 -1.466 0.020
H -2.446 1.544 1.527 0.117
H -1.427 -0.110 2.683 0.136
H -0.105 0.761 1.857 0.129
H 0.073 -1.646 1.295 0.145
H -1.597 -1.626 0.745 0.139
H -1.217 -0.034 -0.778 0.171
H 0.340 0.180 -0.450 0.188
H -0.753 -2.481 -1.194 0.102
H -0.294 -1.360 -2.489 0.109
H 0.896 -2.035 -1.330 0.113
H 3.610 2.496 -0.513 0.027
H 3.603 3.672 -1.481 0.041
O 3.481 2.716 -1.441 -0.067
```

## Properties
Lowest unoccupied orbital energy in eV: -3.2
Calculated total energy in hartree: -326.47849
HOMO level in eV: -14.22
Molar mass in g mol⁻¹: 94.13
Kohn-Sham gap in eV: 11.05
Relative energy (zero: lowest compared OMol25 entry of this formula, charge and spin) in kcal per mole: 21.72
Net charge: +1

---

Entry 8:
A 3-piece molecular cluster, C3H12NO2 overall, computed with ωB97M-V with the def2-TZVPD basis set.

The geometry in XYZ format:
```
18
Properties=species:S:1:pos:R:3:lowdin_charge:R:1
C 0.293 2.170 -1.709 0.046
C -0.467 1.132 -0.860 -0.179
C -1.165 1.508 0.222 0.359
N -0.545 -0.142 -1.467 0.212
H 1.356 1.881 -2.051 0.160
H -0.126 2.511 -2.674 0.149
H 0.488 3.113 -1.139 0.123
H -1.826 0.996 0.836 0.121
H -1.233 2.565 0.346 0.136
H 0.372 -0.373 -2.111 0.274
H -1.382 -0.292 -2.092 0.233
H -0.330 -0.831 -0.631 0.125
H 0.613 -1.749 1.227 0.004
H -0.819 -2.467 0.924 0.132
O -0.092 -1.877 0.571 -0.047
H 1.199 -2.519 3.219 0.127
H 1.968 -1.204 3.154 0.047
O 1.538 -1.810 2.597 -0.021
```

## Properties
Spin multiplicity: 2
Lowest unoccupied orbital energy (spin up / spin down) in eV: -10.0 / -14.2
Calculated total energy in hartree: -325.93111
HOMO level (spin up / spin down) in eV: -18.66 / -18.66
Molar mass in g mol⁻¹: 94.13
Kohn-Sham gap (spin up / spin down) in eV: 8.71 / 4.49
Relative energy (zero: lowest compared OMol25 entry of this formula, charge and spin) in kcal per mole: 40.79
Net charge: +2

---

Entry 9:
A 3-piece molecular cluster, C3H12NO2S overall, computed with ωB97M-V with the def2-TZVPD basis set.

The geometry in XYZ format:
```
19
Properties=species:S:1:pos:R:3:lowdin_charge:R:1
C -0.673 -2.035 0.242 -0.196
N -1.464 -1.233 1.117 -0.163
C -0.588 -0.752 2.287 -0.266
C 0.549 0.344 1.794 -0.575
S -0.383 1.579 0.672 0.245
H -0.973 -1.888 -0.801 0.075
H -0.556 -3.008 0.790 0.092
H 0.293 -1.689 0.098 0.011
H -1.898 -0.450 0.736 -0.014
H -1.204 -0.195 2.991 0.072
H -0.134 -1.554 2.846 0.072
H 1.201 -0.149 1.010 0.022
H 1.137 0.673 2.546 -0.021
H 0.485 -1.629 -2.864 0.067
H 0.772 -0.397 -3.667 -0.026
O 1.021 -1.282 -3.647 -0.061
H 1.473 0.917 -2.118 0.025
H 0.880 2.063 -1.017 -0.075
O 1.375 1.948 -1.985 -0.285
```

## Properties
Lowest unoccupied orbital energy in eV: 3.6
Calculated total energy in hartree: -724.89782
HOMO level in eV: -3.20
Molar mass in g mol⁻¹: 126.20
Kohn-Sham gap in eV: 6.75
Relative energy (zero: lowest compared OMol25 entry of this formula, charge and spin) in kcal per mole: 53.78
Net charge: -1

---

Entry 10:
A 2-piece molecular cluster, C3H12NO2S overall, computed with ωB97M-V with the def2-TZVPD basis set.

The geometry in XYZ format:
```
19
Properties=species:S:1:pos:R:3:lowdin_charge:R:1
C -0.991 0.819 1.077 -0.218
O -1.464 1.634 0.084 -0.022
C 0.486 0.466 0.681 -0.351
C 0.804 -1.000 0.631 -0.526
S 2.528 -1.441 0.136 0.733
N 0.671 0.998 -0.714 0.136
H -1.001 1.292 2.176 0.184
H -1.491 -0.174 1.115 0.127
H -2.067 2.090 0.584 0.071
H 1.317 1.129 1.216 0.195
H 0.825 -1.284 1.876 0.170
H 0.108 -1.660 0.324 0.015
H 2.279 -2.696 -0.391 -0.092
H 1.735 1.013 -0.760 0.157
H 0.374 0.398 -1.391 0.056
H 0.197 1.988 -1.079 0.265
H -1.441 -1.522 -1.190 -0.020
H -1.582 -1.229 -2.640 0.145
O -1.287 -0.822 -1.733 -0.025
```

## Properties
Lowest unoccupied orbital energy in eV: -3.1
Calculated total energy in hartree: -724.59113
HOMO level in eV: -13.06
Molar mass in g mol⁻¹: 126.20
Kohn-Sham gap in eV: 9.93
Relative energy (zero: lowest compared OMol25 entry of this formula, charge and spin) in kcal per mole: 64.15
Net charge: +1

---

Entry 11:
A 2-piece molecular cluster, C3H12NO2S overall, computed with ωB97M-V with the def2-TZVPD basis set.

The geometry in XYZ format:
```
19
Properties=species:S:1:pos:R:3:lowdin_charge:R:1
C 0.862 -1.500 -0.882 -0.179
O 0.825 -1.116 -2.228 -0.021
C -0.367 -0.843 -0.243 -0.296
C -0.421 -0.970 1.287 -0.353
S -1.581 0.198 2.092 1.206
N -0.425 0.554 -0.841 0.226
H 0.835 -2.584 -0.805 0.156
H 1.740 -1.062 -0.389 0.147
H 1.132 -1.794 -2.836 0.133
H -1.320 -1.264 -0.579 0.168
H -0.764 -1.962 1.601 0.135
H 0.526 -0.807 1.813 0.117
H -1.021 0.314 3.332 0.008
H -1.197 1.115 -0.478 0.150
H 0.412 1.132 -0.651 0.141
H -0.654 0.490 -1.838 0.183
H 2.023 3.310 -1.407 0.069
H 2.690 2.974 -0.112 0.061
O 1.988 2.658 -0.691 -0.054
```

## Properties
Spin multiplicity: 2
Lowest unoccupied orbital energy (spin up / spin down) in eV: -8.0 / -13.2
Calculated total energy in hartree: -724.19291
HOMO level (spin up / spin down) in eV: -18.48 / -18.48
Molar mass in g mol⁻¹: 126.20
Kohn-Sham gap (spin up / spin down) in eV: 10.45 / 5.23
Relative energy (zero: lowest compared OMol25 entry of this formula, charge and spin) in kcal per mole: 5.33
Net charge: +2

---

Entry 12:
C3H12NO3 as an isolated structure, computed with ωB97M-V with the def2-TZVPD basis set.

The geometry in XYZ format:
```
19
Properties=species:S:1:pos:R:3:lowdin_charge:R:1
C 1.002 0.053 -1.759 -0.323
N 1.243 -0.248 -0.351 -0.078
C 0.935 0.885 0.595 -0.325
O -0.050 0.390 1.525 -0.326
C -0.451 0.606 -2.037 -0.114
H 1.335 -0.898 -2.293 0.104
H 1.595 0.784 -2.344 0.082
H 0.814 -1.094 -0.048 0.067
H 1.724 1.251 1.403 0.118
H 0.507 1.635 0.045 0.047
H -0.477 1.687 -2.205 0.047
H -0.956 0.145 -2.897 0.038
H -1.051 0.150 -1.052 0.132
H 0.718 -1.887 2.645 0.065
H -0.475 -1.805 1.781 0.056
O 0.099 -2.583 2.191 -0.196
H -1.276 0.196 1.239 -0.045
H -2.806 0.503 2.198 -0.055
O -2.429 0.231 1.363 -0.294
```

## Properties
Lowest unoccupied orbital energy in eV: 4.0
Calculated total energy in hartree: -401.92028
HOMO level in eV: -3.97
Molar mass in g mol⁻¹: 110.13
Kohn-Sham gap in eV: 7.96
Relative energy (zero: lowest compared OMol25 entry of this formula, charge and spin) in kcal per mole: 59.85
Net charge: -1

---

Look up the relative energy (zero: lowest compared OMol25 entry of this formula, charge and spin) of the twelfth one. 59.85 kcal per mole